Entry from the OMol25 dataset: a 2-piece molecular cluster, C2H12N4 overall in a non-equilibrium geometry (ωB97M-V/def2-TZVPD).

E_tot = -8228.54702 eV
E_HOMO = -9.07 eV
Energy relative to the best compared isomer or geometry (same formula, charge and spin) = 5.11 kcal per mole
Net charge = 0
HOMO-LUMO gap = 10.21 eV

Last column: Löwdin charge in e.
CARTESIAN COORDINATES (ANGSTROEM)
H1 1.271 -4.365 2.953  0.10
H2 3.265 -3.435 3.020  0.05
H3 -1.235 4.371 -2.609  0.09
H4 0.026 2.705 -1.430  0.05
H5 -1.902 2.724 -4.414  0.06
H6 0.550 -3.034 3.909  0.10
H7 -2.248 3.336 -1.590  0.10
C1 1.238 -3.279 3.096  -0.39
N1 2.568 -2.818 3.410  -0.01
H8 0.138 2.525 -3.010  0.05
H9 1.090 -2.871 1.038  0.06
H10 2.695 -1.887 3.034  0.06
N2 -2.432 3.016 -3.607  -0.01
N3 -0.512 2.402 -2.238  -0.03
H11 -3.117 2.301 -3.413  0.06
C2 -1.637 3.369 -2.479  -0.38
N4 0.680 -2.598 1.921  -0.02
H12 -0.321 -2.712 1.859  0.05